Entry 1:
{
  "formula": "C17H19N",
  "method": "ωB97M-V/def2-TZVPD",
  "elements": ["C", "C", "C", "N", "C", "C", "C", "C", "C", "C", "H", "H", "H", "H", "H", "H", "H", "H", "H", "C", "C", "C", "C", "C", "C", "C", "C", "H", "H", "H", "H", "H", "H", "H", "H", "H", "H"],
  "coordinates": [[3.57443, -3.01871, -0.85316], [2.25742, -3.16410, -1.55110], [2.07710, -2.62105, -2.77501], [0.73770, -2.71360, -3.18552], [0.05513, -3.30531, -2.14287], [-1.32713, -3.36746, -1.92908], [-1.77395, -4.24417, -0.96435], [-0.90966, -4.67284, 0.03479], [0.47061, -4.33272, -0.01115], [0.97042, -3.56653, -1.05412], [4.33229, -3.69086, -1.22519], [3.46032, -3.13125, 0.22329], [4.06077, -2.03854, -1.02778], [2.74481, -1.93613, -3.27485], [0.23079, -2.83714, -4.04279], [-1.89597, -2.66216, -2.52737], [-2.84233, -4.31565, -0.77389], [-1.11251, -5.40449, 0.79846], [1.08364, -4.73532, 0.79474], [1.52955, 4.56276, 1.64820], [0.44269, 4.31088, 0.54833], [-0.80926, 3.66812, 1.08098], [-1.76947, 4.52843, 1.60861], [-2.88424, 3.98225, 2.28017], [-3.20358, 2.66915, 2.04788], [-2.41215, 1.83038, 1.26747], [-1.24325, 2.35722, 0.78181], [2.55619, 4.44780, 1.31109], [1.38838, 3.84420, 2.47648], [1.26766, 5.47199, 2.18602], [0.24859, 5.30345, 0.11991], [0.95113, 3.72770, -0.22134], [-1.56435, 5.58458, 1.49366], [-3.35434, 4.59143, 3.04470], [-4.12323, 2.28748, 2.47617], [-2.62994, 0.76864, 1.23912], [-0.58424, 1.82157, 0.09772]],
  "mulliken_charge": [-1.333, 0.752, -0.653, -0.177, -0.068, -0.612, -0.547, -0.491, -0.242, 0.273, 0.311, 0.353, 0.318, 0.409, 0.286, 0.362, 0.352, 0.358, 0.348, -1.064, -0.710, 0.525, -0.481, -0.510, -0.220, -0.624, -0.329, 0.325, 0.319, 0.311, 0.333, 0.389, 0.349, 0.349, 0.337, 0.374, 0.326],
  "charge": 0,
  "e_lumo_ev": 0.74,
  "homo_ha": -0.2910,
  "gap_ev": 8.6561,
  "smiles": "Cc1c[nH]c2ccccc12.CCc1ccccc1",
  "total_energy_ev": -19425.7193,
  "e_above_lowest_kcal_mol": 50.36
}



Entry 2:
{
  "formula": "C11H22O5Si",
  "method": "ωB97M-V/def2-TZVPD",
  "elements": ["C", "C", "C", "C", "O", "O", "C", "Si", "O", "C", "C", "O", "C", "C", "O", "C", "C", "H", "H", "H", "H", "H", "H", "H", "H", "H", "H", "H", "H", "H", "H", "H", "H", "H", "H", "H", "H", "H", "H"],
  "coordinates": [[3.43721, -1.57878, -2.84270], [3.00576, -0.67580, -2.00389], [3.91875, -0.07044, -0.97273], [1.61116, -0.23038, -2.05110], [0.79370, -0.89804, -2.66751], [1.40385, 0.91362, -1.36329], [0.06863, 1.27627, -1.46925], [-0.88860, 0.35017, -0.12106], [-2.01571, 1.50880, 0.33472], [-3.12552, 1.01282, 1.04264], [-3.98216, 2.11216, 1.60746], [0.02391, -0.06368, 1.18171], [0.53100, 1.05926, 1.92068], [-0.19834, 1.16317, 3.24047], [-1.75447, -1.02067, -0.66634], [-1.16843, -2.20515, -1.12360], [-0.17460, -2.85194, -0.19140], [2.79871, -2.01908, -3.60991], [4.41493, -1.97805, -2.76293], [4.60527, -0.80555, -0.56950], [4.50428, 0.73735, -1.43992], [3.32262, 0.33782, -0.15602], [-0.29577, 1.06735, -2.46508], [0.00699, 2.35552, -1.24991], [-2.72998, 0.35742, 1.83566], [-3.68376, 0.36876, 0.34340], [-4.90358, 1.71444, 2.04459], [-4.31402, 2.83610, 0.85074], [-3.47953, 2.65715, 2.39672], [0.32494, 1.93554, 1.30016], [1.61454, 0.96254, 2.04041], [0.26072, 1.86066, 3.94320], [-1.23994, 1.47636, 3.04638], [-0.21684, 0.19917, 3.77877], [-1.99092, -2.90721, -1.33586], [-0.70242, -1.97054, -2.09506], [0.67090, -2.17032, -0.06767], [0.20348, -3.81822, -0.47074], [-0.65676, -2.99863, 0.78774]],
  "mulliken_charge": [-1.072, 0.689, -1.088, 0.624, -0.656, -0.379, -0.457, 0.338, -0.392, -0.118, -1.385, -0.156, -0.122, -1.083, -0.321, -0.232, -0.768, 0.287, 0.353, 0.446, 0.287, 0.059, 0.486, 0.365, 0.308, 0.299, 0.391, 0.325, 0.290, 0.256, 0.350, 0.421, 0.072, 0.256, 0.347, 0.283, 0.013, 0.411, 0.275],
  "charge": 0,
  "e_lumo_ev": 0.63,
  "homo_ha": -0.3594,
  "gap_ev": 10.4144,
  "smiles": "C=C(C)C(=O)OC[Si](OCC)(OCC)OCC",
  "total_energy_ev": -29881.4327,
  "e_above_lowest_kcal_mol": 13.51
}



Entry 3:
{
  "formula": "C3H12NO",
  "method": "ωB97M-V/def2-TZVPD",
  "elements": ["C", "N", "C", "H", "H", "H", "H", "H", "H", "H", "H", "C", "O", "H", "H", "H", "H"],
  "coordinates": [[-0.76068, -0.64254, 2.03587], [0.28174, -0.34373, 1.00327], [1.00340, 0.95278, 1.23007], [-1.22326, -1.59438, 1.79865], [-0.27894, -0.67473, 3.00550], [-1.50293, 0.15054, 1.99729], [-0.15887, -0.31309, 0.08062], [0.95929, -1.10516, 0.96352], [0.37015, 1.77203, 0.91193], [1.92505, 0.94814, 0.65522], [1.22971, 1.03832, 2.28926], [-0.39482, -0.22658, -2.37175], [-0.35426, 0.13982, -3.72101], [-0.58013, 0.64784, -1.72647], [-1.23270, -0.91352, -2.24873], [0.51833, -0.75343, -2.05814], [0.19891, 0.91772, -3.84512]],
  "mulliken_charge": [-0.844, -0.069, -0.819, 0.356, 0.365, 0.374, 0.115, 0.397, 0.351, 0.362, 0.373, -0.604, -0.493, 0.188, 0.345, 0.293, 0.309],
  "charge": 1,
  "e_lumo_ev": -3.59,
  "homo_ha": -0.5128,
  "gap_ev": 10.3676,
  "total_energy_ev": -6835.8198,
  "e_above_lowest_kcal_mol": 36.77
}